# 1
Formula: C5H17N2O
Source: the Open Molecules 2025 dataset
Level of theory: ωB97M-V/def2-TZVPD

Each line ends with the Mulliken charge.
Geometry (Å):
C (-1.914, -1.089, -0.318)  -0.894
C (-1.218, -0.116, -1.185)  -0.794
C (-0.257, 0.746, -0.475)  -0.499
C (0.609, -0.218, 0.450)  -0.502
N (1.332, -1.060, -0.619)  -0.325
C (2.789, -0.741, -0.419)  -0.814
N (-2.465, -0.269, 0.798)  -0.379
H (-1.315, -1.901, 0.124)  0.335
H (-2.589, -1.632, -0.807)  0.506
H (-0.646, -0.710, -1.948)  0.353
H (-1.939, 0.414, -1.748)  0.427
H (-0.742, 1.440, 0.213)  0.274
H (0.380, 1.325, -1.060)  0.550
H (0.047, -0.908, 1.182)  0.162
H (1.413, 0.240, 1.207)  0.293
H (1.155, -2.024, -0.486)  0.211
H (3.272, -1.282, -1.301)  0.332
H (3.047, -1.081, 0.616)  0.312
H (2.783, 0.333, -0.579)  0.265
H (-2.851, 0.611, 0.528)  0.342
H (-1.657, -0.180, 1.593)  0.424
H (-3.461, -0.762, 1.267)  0.424
H (1.292, 3.523, 1.551)  0.278
H (1.780, 2.596, 0.306)  0.322
O (1.155, 2.743, 1.111)  -0.604

Computed properties:
E_HOMO in Eh: -0.45503
Max |F| in Eh/bohr: 0.122
LUMO in Eh: -0.13914
Total charge: +1
Energy relative to the best compared isomer or geometry (same formula, charge and spin) in kJ/mol: 364.6
Kohn-Sham gap in hartree: 0.3159


# 2
Formula: C8H11CsF6N2O6S2
Source: the Open Molecules 2025 dataset
Level of theory: ωB97M-V/def2-TZVPD

Each line ends with the Mulliken charge.
Geometry (Å):
Cs (2.655, 7.823, -8.705)  1.177
C (0.578, 11.028, -9.617)  -1.003
C (0.649, 10.197, -10.886)  -0.331
N (1.344, 10.927, -11.943)  0.276
C (0.868, 12.012, -12.649)  -0.310
C (1.819, 12.326, -13.555)  -0.500
N (2.910, 11.496, -13.339)  0.280
C (2.511, 10.572, -12.456)  -0.480
C (4.112, 11.415, -14.116)  -0.895
H (0.100, 11.997, -9.794)  0.357
H (1.589, 11.303, -9.306)  0.238
H (0.025, 10.610, -8.778)  0.397
H (-0.326, 9.904, -11.276)  0.387
H (1.198, 9.274, -10.717)  -0.042
H (-0.075, 12.475, -12.420)  0.438
H (1.786, 13.008, -14.387)  0.422
H (3.122, 9.761, -12.095)  0.609
H (3.954, 11.834, -15.114)  0.369
H (4.411, 10.386, -14.300)  0.370
H (4.955, 11.988, -13.732)  0.304
C (2.714, 7.929, -3.883)  0.588
F (2.239, 6.685, -3.628)  -0.255
F (1.741, 8.547, -4.542)  -0.219
F (2.937, 8.504, -2.713)  -0.237
S (4.378, 7.778, -4.788)  1.017
O (5.132, 8.911, -4.272)  -0.665
O (4.905, 6.475, -4.465)  -0.636
O (3.990, 7.984, -6.194)  -0.646
C (4.360, 11.396, -7.777)  0.526
F (3.657, 12.538, -7.792)  -0.242
F (5.266, 11.450, -6.828)  -0.192
F (3.456, 10.410, -7.513)  -0.217
S (5.171, 11.061, -9.471)  0.993
O (4.102, 10.387, -10.258)  -0.601
O (5.467, 12.418, -9.862)  -0.677
O (6.314, 10.216, -9.204)  -0.603

Computed properties:
E_HOMO in Eh: -0.30766
Max |F| in Eh/bohr: 0.040
LUMO in Eh: -0.04599
Total charge: 0
Energy relative to the best compared isomer or geometry (same formula, charge and spin) in kJ/mol: 107.6
Kohn-Sham gap in hartree: 0.2617


# 3
Formula: C3H7N3S
Source: the Open Molecules 2025 dataset
Level of theory: ωB97M-V/def2-TZVPD

Each line ends with the Mulliken charge.
Geometry (Å):
C (0.630, 0.028, 0.244)  0.516
C (0.660, 0.705, 1.577)  -0.092
C (-0.370, 0.666, 2.411)  -0.609
H (2.490, -0.502, -2.205)  0.255
H (0.862, -1.186, -1.718)  0.288
H (-0.824, -1.559, 0.354)  0.286
H (-1.610, -0.028, -2.084)  0.134
H (1.711, 0.830, 2.024)  0.261
H (-0.280, 1.067, 3.459)  0.252
H (-1.422, 0.524, 1.957)  0.100
N (1.833, -0.870, -1.490)  -0.381
N (1.763, 0.070, -0.441)  -0.408
N (-0.447, -0.763, -0.228)  -0.460
S (-1.780, 0.213, -0.754)  -0.142

Computed properties:
E_HOMO in Eh: -0.30825
Max |F| in Eh/bohr: 0.060
Structure (SMILES): C=C/C(=N/N)NS
LUMO in Eh: 0.02264
Total charge: 0
Energy relative to the best compared isomer or geometry (same formula, charge and spin) in kJ/mol: 312.3
Kohn-Sham gap in hartree: 0.3309


# 4
Formula: C14H34AsBrNO8
Source: the Open Molecules 2025 dataset
Level of theory: ωB97M-V/def2-TZVPD

Each line ends with the Mulliken charge.
Geometry (Å):
C (4.439, 0.469, -1.451)  -1.373
C (4.261, -1.029, -1.648)  0.690
O (5.382, -1.591, -2.370)  -0.568
C (4.168, -1.812, -0.330)  -0.628
N (3.446, -3.072, -0.372)  -0.340
C (2.000, -2.975, -0.152)  -0.802
C (1.175, -2.264, -1.241)  -0.503
O (-0.158, -2.631, -1.162)  -0.459
As (-0.974, -2.966, -2.921)  -0.475
C (-2.527, -1.711, -2.470)  -1.046
C (-3.051, -1.890, -1.054)  0.201
C (-4.492, -1.454, -0.793)  -0.804
Br (-4.894, 0.420, -1.245)  -0.254
H (5.320, 0.672, -0.829)  0.309
H (3.557, 0.896, -0.957)  0.228
H (4.576, 0.975, -2.413)  0.365
H (3.349, -1.222, -2.225)  0.231
H (5.159, -1.643, -3.294)  0.345
H (5.203, -1.988, 0.002)  0.374
H (3.693, -1.172, 0.422)  0.084
H (3.605, -3.522, -1.269)  0.327
H (1.585, -3.986, -0.053)  0.311
H (1.866, -2.470, 0.817)  0.207
H (1.312, -1.169, -1.161)  0.085
H (1.610, -2.553, -2.227)  0.620
H (-0.091, -1.759, -3.481)  0.061
H (0.243, -3.950, -3.165)  0.122
H (-1.817, -4.124, -2.223)  0.057
H (-1.552, -3.278, -4.354)  0.145
H (-2.178, -0.685, -2.650)  0.342
H (-3.314, -1.955, -3.201)  0.382
H (-2.385, -1.410, -0.335)  -0.324
H (-3.040, -2.969, -0.808)  0.316
H (-4.750, -1.492, 0.267)  0.434
H (-5.210, -2.040, -1.373)  0.437
C (-0.631, 0.081, 1.212)  -0.497
O (-0.082, 0.779, 2.352)  -0.365
C (1.155, 1.217, 2.197)  0.831
O (1.855, 1.082, 1.230)  -0.566
O (1.521, 1.864, 3.319)  -0.352
C (2.856, 2.376, 3.279)  -0.691
H (-1.634, -0.195, 1.517)  0.180
H (-0.667, 0.741, 0.348)  0.337
H (-0.041, -0.801, 0.977)  0.209
H (2.967, 3.096, 2.470)  0.302
H (3.572, 1.570, 3.139)  0.289
H (3.007, 2.858, 4.241)  0.225
C (-1.232, 3.738, 3.163)  -0.659
O (-2.362, 3.185, 2.489)  -0.214
C (-3.289, 4.059, 2.138)  0.742
O (-3.282, 5.236, 2.399)  -0.574
O (-4.258, 3.416, 1.489)  -0.235
C (-5.331, 4.229, 1.037)  -0.675
H (-0.579, 2.897, 3.348)  0.160
H (-0.728, 4.468, 2.529)  0.312
H (-1.527, 4.215, 4.097)  0.337
H (-4.968, 4.998, 0.356)  0.314
H (-5.843, 4.698, 1.876)  0.303
H (-5.996, 3.546, 0.516)  0.190

Computed properties:
E_HOMO in Eh: -0.14196
Max |F| in Eh/bohr: 0.010
LUMO in Eh: 0.08907
Total charge: -1
Kohn-Sham gap in hartree: 0.2310


# 5
Formula: C4H10N2O4S
Source: the Open Molecules 2025 dataset
Level of theory: ωB97M-V/def2-TZVPD

Each line ends with the Mulliken charge.
Geometry (Å):
C (-1.446, 1.174, -0.345)  -1.742
C (-1.597, -1.275, -0.846)  -1.661
C (-0.845, -0.511, 1.437)  -1.601
C (-0.825, -0.194, -0.056)  1.913
N (1.468, 1.780, 0.102)  -0.294
N (0.490, -0.170, -0.638)  -0.449
O (3.765, -0.974, 0.734)  -0.549
O (3.162, 0.170, -1.368)  -0.516
O (2.402, 1.097, 0.790)  -0.166
O (1.410, -0.914, 0.038)  -0.065
S (2.868, -0.210, -0.037)  1.161
H (-0.830, 1.939, 0.122)  0.460
H (-1.452, 1.356, -1.414)  0.423
H (-2.460, 1.219, 0.039)  0.400
H (-2.627, -1.297, -0.499)  0.396
H (-1.150, -2.254, -0.693)  0.381
H (-1.577, -1.045, -1.907)  0.415
H (-0.361, -1.468, 1.629)  0.402
H (-0.313, 0.264, 1.985)  0.366
H (-1.871, -0.563, 1.794)  0.417
H (1.790, 1.877, -0.867)  0.308

Computed properties:
E_HOMO (spin up / spin down) in Eh: -0.36421 / -0.37097
Max |F| in Eh/bohr: 0.043
LUMO (spin up / spin down) in Eh: -0.02413 / -0.02227
Total charge: 0
Energy relative to the best compared isomer or geometry (same formula, charge and spin) in kJ/mol: 492.3
Kohn-Sham gap (spin up / spin down) in hartree: 0.3401 / 0.3487


# 6
Formula: C9H21N4O3Pt
Source: the Open Molecules 2025 dataset
Level of theory: ωB97M-V/def2-TZVPD

Each line ends with the Mulliken charge.
Geometry (Å):
C (-0.996, -0.166, -3.480)  -0.987
Pt (0.819, -0.277, -2.537)  0.740
N (2.607, -0.265, -1.607)  -0.641
N (1.849, -0.113, -4.351)  -0.758
H (2.891, -1.158, -1.227)  0.362
H (0.444, 1.397, -2.500)  -0.115
H (-1.887, 0.241, -2.819)  0.327
H (-0.974, -1.280, -3.602)  0.364
H (-1.042, 0.475, -4.420)  0.410
H (2.440, -0.928, -4.479)  0.368
H (2.440, 0.721, -4.375)  0.357
H (1.225, -0.056, -5.168)  0.334
H (3.454, 0.031, -2.080)  0.373
H (2.589, 0.327, -0.777)  0.293
C (-2.505, 0.748, 3.076)  -1.273
C (-1.867, 0.702, 1.708)  -0.770
C (-0.499, -0.102, 1.677)  1.815
C (0.476, 0.397, 2.786)  -0.950
C (0.671, 1.901, 2.857)  -1.220
C (-0.782, -1.578, 1.861)  -0.132
O (-0.954, -2.097, 2.946)  -0.605
N (-0.869, -2.345, 0.715)  -0.017
C (-0.463, -2.030, -0.569)  0.268
O (-0.475, -2.841, -1.505)  -0.647
N (-0.026, -0.710, -0.722)  -0.221
C (0.143, 0.180, 0.290)  -0.077
O (0.823, 1.212, 0.063)  -0.623
H (-2.486, -0.240, 3.532)  0.345
H (-3.537, 1.067, 2.961)  0.416
H (-1.998, 1.455, 3.729)  0.244
H (-2.550, 0.210, 0.986)  0.450
H (-1.690, 1.728, 1.312)  0.398
H (0.147, -0.031, 3.736)  0.458
H (1.452, -0.053, 2.564)  0.461
H (-0.121, 2.417, 3.413)  0.279
H (1.630, 2.105, 3.346)  0.405
H (0.728, 2.278, 1.828)  0.271
H (-1.107, -3.322, 0.832)  0.297

Computed properties:
E_HOMO (spin up / spin down) in Eh: -0.30341 / -0.46238
Max |F| in Eh/bohr: 0.103
<S²>: 6.022
LUMO (spin up / spin down) in Eh: -0.14083 / -0.28985
Total charge: +1
Energy relative to the best compared isomer or geometry (same formula, charge and spin) in kJ/mol: 176.7
Multiplicity: 5
Kohn-Sham gap (spin up / spin down) in hartree: 0.1626 / 0.1725


# 7
Formula: C4H9NOS
Source: the Open Molecules 2025 dataset
Level of theory: ωB97M-V/def2-TZVPD

Each line ends with the Mulliken charge.
Geometry (Å):
C (-0.573, -0.607, 1.099)  -0.672
C (-0.693, 0.019, -1.232)  -0.588
C (0.268, -0.614, -0.204)  0.140
C (1.486, 0.205, 0.013)  -1.824
N (-2.586, 1.377, 0.282)  -0.702
O (-3.017, -1.104, -0.180)  -0.654
S (-2.035, -0.018, -0.019)  0.834
H (-0.822, -1.609, 1.667)  0.303
H (-0.175, 0.242, 1.626)  0.355
H (-0.306, 1.098, -1.304)  0.346
H (-0.975, -0.589, -2.208)  0.312
H (0.375, -1.596, -0.420)  0.531
H (1.232, 1.121, 0.394)  0.551
H (1.948, 0.353, -0.864)  0.514
H (2.232, -0.342, 0.767)  0.287
H (-3.241, 1.446, 1.017)  0.267

Computed properties:
E_HOMO in Eh: -0.34172
Max |F| in Eh/bohr: 0.100
LUMO in Eh: 0.02877
Total charge: 0
Energy relative to the best compared isomer or geometry (same formula, charge and spin) in kJ/mol: 409.8
Kohn-Sham gap in hartree: 0.3705


# 8
Formula: C19H35Br9Cl7NO2
Source: the Open Molecules 2025 dataset
Level of theory: ωB97M-V/def2-TZVPD

Each line ends with the Mulliken charge.
Geometry (Å):
C (-14.653, -19.375, -4.993)  -1.220
C (-14.856, -19.063, -6.478)  0.035
C (-14.133, -20.073, -7.448)  0.020
C (-14.374, -19.592, -8.912)  -1.044
N (-13.932, -20.541, -10.104)  0.589
C (-14.096, -22.005, -9.628)  -0.522
C (-12.696, -22.487, -9.174)  0.093
C (-11.673, -21.352, -9.585)  0.113
C (-12.437, -20.414, -10.483)  -0.654
C (-14.818, -20.213, -11.341)  -0.906
H (-15.025, -18.572, -4.357)  0.361
H (-13.589, -19.532, -4.820)  0.217
H (-15.266, -20.223, -4.689)  0.295
H (-14.461, -18.062, -6.647)  -0.146
H (-15.903, -18.902, -6.734)  0.464
H (-14.562, -21.068, -7.330)  0.221
H (-13.082, -20.274, -7.239)  0.171
H (-14.009, -18.596, -9.164)  0.464
H (-15.454, -19.481, -9.009)  0.252
H (-14.200, -22.528, -10.579)  -0.164
H (-14.923, -22.203, -8.947)  0.725
H (-12.415, -23.433, -9.637)  -0.628
H (-12.786, -22.745, -8.118)  0.310
H (-10.731, -21.657, -10.040)  0.301
H (-11.544, -20.780, -8.666)  -0.407
H (-12.314, -20.726, -11.520)  0.418
H (-12.097, -19.378, -10.475)  0.343
H (-14.388, -20.735, -12.196)  0.291
H (-14.638, -19.143, -11.454)  0.310
H (-15.858, -20.417, -11.087)  0.311
Cl (-13.493, -16.694, -11.565)  -0.760
O (-17.054, -22.688, -10.467)  -0.480
C (-17.453, -23.076, -11.493)  0.463
O (-17.231, -22.274, -12.634)  -0.287
C (-17.529, -23.104, -13.734)  -0.468
C (-18.519, -24.109, -13.271)  -0.556
C (-18.155, -24.413, -11.813)  -0.213
H (-16.641, -23.493, -14.232)  0.287
H (-18.124, -22.519, -14.436)  0.282
H (-18.276, -24.858, -14.024)  0.301
H (-19.550, -23.776, -13.388)  0.304
H (-17.275, -25.052, -11.735)  -0.031
H (-18.856, -24.530, -10.987)  0.373
C (-12.168, -25.058, -12.082)  -0.261
Cl (-13.114, -23.666, -12.644)  -0.071
Cl (-10.705, -24.504, -11.294)  -0.119
H (-12.760, -25.764, -11.501)  0.169
H (-11.831, -25.543, -12.998)  0.365
C (-12.655, -15.517, -7.967)  -0.038
Cl (-14.367, -15.400, -7.437)  -0.160
Cl (-11.568, -15.808, -6.635)  -0.177
H (-12.478, -16.320, -8.683)  0.013
H (-12.410, -14.485, -8.216)  0.327
C (-14.277, -25.749, -8.582)  0.049
Cl (-15.432, -25.943, -9.944)  -0.135
Cl (-15.094, -24.618, -7.475)  -0.134
H (-14.198, -26.732, -8.118)  0.418
H (-13.427, -25.243, -9.040)  -0.171
C (-13.182, -15.716, -2.948)  -0.123
Br (-12.172, -14.499, -1.730)  -0.050
Br (-15.146, -15.489, -2.685)  -0.032
Br (-12.521, -17.628, -2.795)  -0.014
H (-13.030, -15.364, -3.969)  0.210
C (-7.602, -20.190, -13.621)  -0.377
Br (-8.940, -20.647, -12.190)  0.144
Br (-7.409, -18.206, -13.723)  -0.002
Br (-8.151, -21.086, -15.330)  -0.051
H (-6.711, -20.708, -13.264)  0.368
C (-7.953, -19.672, -7.345)  -0.451
Br (-7.003, -20.494, -8.810)  -0.022
Br (-9.643, -18.915, -7.969)  0.102
Br (-6.749, -18.204, -6.742)  -0.067
H (-8.216, -20.302, -6.496)  0.464

Computed properties:
E_HOMO in Eh: -0.25795
Max |F| in Eh/bohr: 0.052
LUMO in Eh: -0.02070
Total charge: 0
Kohn-Sham gap in hartree: 0.2372


Please write out number 4 again, unchanged.
Formula: C14H34AsBrNO8
Source: the Open Molecules 2025 dataset
Level of theory: ωB97M-V/def2-TZVPD

Each line ends with the Mulliken charge.
Geometry (Å):
C (4.439, 0.469, -1.451)  -1.373
C (4.261, -1.029, -1.648)  0.690
O (5.382, -1.591, -2.370)  -0.568
C (4.168, -1.812, -0.330)  -0.628
N (3.446, -3.072, -0.372)  -0.340
C (2.000, -2.975, -0.152)  -0.802
C (1.175, -2.264, -1.241)  -0.503
O (-0.158, -2.631, -1.162)  -0.459
As (-0.974, -2.966, -2.921)  -0.475
C (-2.527, -1.711, -2.470)  -1.046
C (-3.051, -1.890, -1.054)  0.201
C (-4.492, -1.454, -0.793)  -0.804
Br (-4.894, 0.420, -1.245)  -0.254
H (5.320, 0.672, -0.829)  0.309
H (3.557, 0.896, -0.957)  0.228
H (4.576, 0.975, -2.413)  0.365
H (3.349, -1.222, -2.225)  0.231
H (5.159, -1.643, -3.294)  0.345
H (5.203, -1.988, 0.002)  0.374
H (3.693, -1.172, 0.422)  0.084
H (3.605, -3.522, -1.269)  0.327
H (1.585, -3.986, -0.053)  0.311
H (1.866, -2.470, 0.817)  0.207
H (1.312, -1.169, -1.161)  0.085
H (1.610, -2.553, -2.227)  0.620
H (-0.091, -1.759, -3.481)  0.061
H (0.243, -3.950, -3.165)  0.122
H (-1.817, -4.124, -2.223)  0.057
H (-1.552, -3.278, -4.354)  0.145
H (-2.178, -0.685, -2.650)  0.342
H (-3.314, -1.955, -3.201)  0.382
H (-2.385, -1.410, -0.335)  -0.324
H (-3.040, -2.969, -0.808)  0.316
H (-4.750, -1.492, 0.267)  0.434
H (-5.210, -2.040, -1.373)  0.437
C (-0.631, 0.081, 1.212)  -0.497
O (-0.082, 0.779, 2.352)  -0.365
C (1.155, 1.217, 2.197)  0.831
O (1.855, 1.082, 1.230)  -0.566
O (1.521, 1.864, 3.319)  -0.352
C (2.856, 2.376, 3.279)  -0.691
H (-1.634, -0.195, 1.517)  0.180
H (-0.667, 0.741, 0.348)  0.337
H (-0.041, -0.801, 0.977)  0.209
H (2.967, 3.096, 2.470)  0.302
H (3.572, 1.570, 3.139)  0.289
H (3.007, 2.858, 4.241)  0.225
C (-1.232, 3.738, 3.163)  -0.659
O (-2.362, 3.185, 2.489)  -0.214
C (-3.289, 4.059, 2.138)  0.742
O (-3.282, 5.236, 2.399)  -0.574
O (-4.258, 3.416, 1.489)  -0.235
C (-5.331, 4.229, 1.037)  -0.675
H (-0.579, 2.897, 3.348)  0.160
H (-0.728, 4.468, 2.529)  0.312
H (-1.527, 4.215, 4.097)  0.337
H (-4.968, 4.998, 0.356)  0.314
H (-5.843, 4.698, 1.876)  0.303
H (-5.996, 3.546, 0.516)  0.190

Computed properties:
E_HOMO in Eh: -0.14196
Max |F| in Eh/bohr: 0.010
LUMO in Eh: 0.08907
Total charge: -1
Kohn-Sham gap in hartree: 0.2310


total charge of number 7 (C4H9NOS)? 0


The lowest total charge belongs to which entry? C14H34AsBrNO8